Record 1
ORCA calculation (ωB97M-V with the def2-TZVPD basis set) on the molecule C4H11NS at a distorted geometry.

energy relative to the best compared isomer or geometry (same formula, charge and spin): 55.7 kJ/mol
SMILES string: CCSCNC
spin multiplicity: 1
total charge: 0
frontier orbital gap: 9.59 eV
E_LUMO: 0.0368 hartree
strongest force on any atom: 1.50 eV Å⁻¹

```
17
Properties=species:S:1:pos:R:3:forces:R:3
C 1.74278 1.45318 1.27053 -0.076 0.324 0.728
C 1.30349 1.10639 -0.12724 -0.431 0.858 -1.152
S 1.24433 -0.64551 -0.57070 0.085 0.021 0.335
C -0.35584 -0.71559 -1.38963 -0.265 0.085 0.031
N -1.50297 -0.40190 -0.53095 0.352 -0.435 -0.230
C -1.73123 -1.42818 0.48548 -0.148 -0.225 0.023
H 2.12184 2.46907 1.32564 0.248 0.199 -0.283
H 2.51689 0.80973 1.67240 0.146 -0.219 -0.065
H 0.92063 1.47546 1.99019 -0.110 -0.465 -0.160
H 1.86530 1.64889 -0.90110 0.475 -0.335 0.365
H 0.30984 1.51158 -0.31608 -0.301 -0.269 0.318
H -0.38601 -1.73364 -1.79569 -0.021 -0.055 -0.070
H -0.36957 -0.01163 -2.22300 0.049 -0.058 -0.028
H -2.30583 -0.42332 -1.14942 -0.086 0.376 0.040
H -0.77751 -1.77443 0.88480 -0.066 0.221 0.148
H -2.24396 -2.31374 0.08896 0.026 -0.022 -0.077
H -2.35219 -1.02636 1.28583 0.124 -0.001 0.076
```
Positions in Å, forces in eV/Å.

***

Record 2
ORCA calculation (ωB97M-V with the def2-TZVPD basis set) on a cluster of 2 separate species, C4H11NS in total at a distorted geometry.

energy relative to the best compared isomer or geometry (same formula, charge and spin): 162.4 kJ/mol
SMILES string: C=CN.CSC
spin multiplicity: 1
total charge: 0
frontier orbital gap: 9.23 eV
E_LUMO: 0.0353 hartree
strongest force on any atom: 5.00 eV Å⁻¹

```
17
Properties=species:S:1:pos:R:3:forces:R:3
C 1.90370 -1.72114 -0.02477 -3.003 -1.716 0.008
C 1.21789 -2.78091 -0.59224 4.342 2.473 0.104
N -0.02529 -3.16545 -0.24124 -2.233 -1.596 1.580
H 1.36121 -1.11802 0.72960 0.391 -0.398 -0.365
H 2.92357 -1.50125 -0.13693 1.022 0.219 -0.782
H 1.71206 -3.37264 -1.39819 -0.458 0.316 0.807
H -0.37857 -2.65806 0.58059 0.243 0.027 -0.616
H 0.00914 -4.15153 0.08422 -0.318 0.722 -0.741
C -1.77875 2.63107 1.18084 0.358 -0.666 -0.043
S -0.07869 1.96501 0.93496 -0.337 0.947 -0.319
C -0.09654 1.98304 -0.87192 -2.701 -1.214 -1.106
H -2.44270 2.04312 0.48079 0.445 0.814 1.015
H -1.96707 2.38320 2.25605 -0.315 0.477 -1.008
H -1.79615 3.72637 0.96568 -0.160 -0.954 0.277
H -0.92077 2.56432 -1.39409 0.885 0.000 1.265
H -0.42588 0.95801 -1.14056 0.616 0.334 -0.144
H 0.78284 2.21485 -1.41278 1.222 0.214 0.066
```
Positions in Å, forces in eV/Å.

***

Record 3
ORCA calculation (ωB97M-V with the def2-TZVPD basis set) on the molecule C4H11NS at a distorted geometry.

energy relative to the best compared isomer or geometry (same formula, charge and spin): 217.7 kJ/mol
SMILES string: CNCCCS
spin multiplicity: 1
total charge: 0
frontier orbital gap: 9.03 eV
E_LUMO: 0.0315 hartree
strongest force on any atom: 3.58 eV Å⁻¹

```
17
Properties=species:S:1:pos:R:3:forces:R:3
C -0.22475 -1.35865 1.82819 1.824 1.995 -0.449
N 0.64822 -0.34218 1.25077 0.520 2.807 -0.209
C 1.14786 -0.23733 -0.07209 2.614 -1.967 -1.452
C 0.61851 0.96778 -0.89386 0.951 0.348 -0.039
C -0.85660 1.08567 -1.23929 0.675 1.116 -2.342
S -1.80040 -0.13272 -2.11676 -0.007 -0.753 -0.298
H -0.27418 -2.30325 1.39639 0.101 -1.336 -2.063
H -1.16397 -0.90602 1.80722 -1.983 -0.017 1.257
H 0.32938 -1.62333 2.68881 -0.729 0.039 2.059
H 0.51593 0.68265 1.50460 -0.475 -2.320 0.693
H 1.14599 -1.30283 -0.48874 -0.476 1.554 -0.226
H 2.28664 -0.05474 0.01989 -1.366 -0.084 -0.392
H 1.19939 1.30402 -1.81233 -0.239 -1.236 1.077
H 0.86513 1.79569 -0.18116 -0.456 -0.188 -0.497
H -0.91738 1.77578 -2.12097 0.349 0.356 1.129
H -1.39217 1.54496 -0.46692 -1.076 0.417 1.147
H -2.12757 -0.89549 -1.10375 -0.226 -0.732 0.605
```
Positions in Å, forces in eV/Å.

***

Record 4
ORCA calculation (ωB97M-V with the def2-TZVPD basis set) on a cluster of 2 separate species, C4H11NS in total at a distorted geometry.

energy relative to the best compared isomer or geometry (same formula, charge and spin): 574.8 kJ/mol
spin multiplicity: 1
total charge: 0
frontier orbital gap: 4.72 eV
E_LUMO: -0.0579 hartree
strongest force on any atom: 3.80 eV Å⁻¹

```
17
Properties=species:S:1:pos:R:3:forces:R:3
C -0.98275 -0.84347 0.43909 -3.439 -1.525 0.544
C -0.60757 0.90307 0.10114 1.762 1.012 -1.014
C -0.47966 -0.12089 -0.85727 0.444 -0.155 -0.892
S 2.14733 -0.74010 0.78678 -0.109 0.269 0.050
C 2.73296 0.62540 -0.26735 0.341 -0.111 -0.219
N -2.46734 -0.85449 0.33435 -0.377 0.298 0.242
H -0.92718 -1.92548 0.27833 1.967 0.110 -0.310
H -0.58417 -0.70774 1.45465 0.387 0.458 -0.318
H -1.49204 1.35966 0.51623 -0.330 -0.269 -0.307
H 0.31690 1.43978 0.29469 0.211 -0.600 0.943
H 0.52526 -0.46782 -1.06423 0.434 0.506 0.292
H -1.09227 -0.28685 -1.73370 -0.935 -0.098 0.588
H 2.73143 1.60294 0.22558 -0.085 -0.024 0.123
H 2.18920 0.73750 -1.21742 -0.121 -0.002 0.059
H 3.76634 0.43863 -0.56860 -0.014 0.058 0.045
H -2.86710 0.04542 0.10429 -0.161 -0.028 0.109
H -2.90933 -1.20554 1.17343 0.026 0.101 0.064
```
Positions in Å, forces in eV/Å.